The following is a DFT calculation (the ωB97M-V functional and the def2-TZVPD basis) of a molecular structure, C15H36AlFN3O10P at a distorted geometry.

```
67
Properties=species:S:1:pos:R:3:forces:R:3:mulliken_charge:R:1
Al 1.712240 1.694869 1.739822 -0.82 -1.29 -0.47 1.1246
F 1.022990 0.920239 -0.945418 0.25 0.12 0.36 -0.0617
O 0.259870 -0.775961 2.324602 0.87 1.68 -0.14 -0.8071
P -0.626460 -1.942851 2.224082 -3.32 -1.16 0.11 0.3064
N -0.715040 -2.801981 3.664642 0.78 -1.17 -1.48 0.3246
C -0.743080 -4.248631 3.796002 0.69 -0.66 0.57 -1.1398
C -1.034590 -2.175691 4.909542 -0.46 0.53 1.07 -1.1602
N -0.378720 -3.008981 0.934742 0.83 -0.62 0.17 0.2235
C -0.780170 -2.597041 -0.414288 -0.03 0.62 0.41 -0.8326
C 0.832570 -3.840571 0.771772 0.18 0.02 0.71 -0.8383
N -2.286410 -1.509631 2.018042 0.71 0.69 -0.45 0.5341
C -3.333950 -2.563941 1.859912 1.54 0.83 1.04 -1.0907
C -2.685290 -0.083061 1.871862 1.23 -0.82 0.30 -1.0692
H 0.132850 -4.809961 3.470822 -0.07 0.32 -1.29 0.2749
H -1.680330 -4.696451 3.465692 0.13 -0.17 -0.05 0.3398
H -0.555150 -4.520831 4.834602 -0.81 0.42 0.47 0.4737
H -0.196690 -2.300101 5.595512 0.18 0.64 0.09 0.3907
H -1.857000 -2.655511 5.440112 -0.26 -0.59 -0.35 0.4366
H -1.429690 -1.161241 4.855712 0.73 0.27 -0.39 0.2846
H -0.064830 -1.855471 -0.769908 -0.11 0.43 -0.21 0.1488
H -0.677020 -3.424461 -1.116308 -0.34 -0.23 0.28 0.3724
H -1.796290 -2.202661 -0.407148 0.12 0.01 -0.18 0.2165
H 1.708790 -3.377561 0.317932 -0.09 0.91 -0.05 0.2640
H 1.194950 -4.198811 1.735332 -0.24 -0.30 -0.14 0.2246
H 0.619850 -4.640281 0.062332 -0.30 -0.36 0.48 0.3677
H -2.828580 -3.514901 2.028392 -0.21 -0.09 -0.34 0.3003
H -4.013160 -2.438231 2.703102 -0.51 -0.04 -0.35 0.3202
H -3.811780 -2.539751 0.880532 -0.13 0.03 0.10 0.3569
H -1.857950 0.506989 2.266152 0.13 0.05 -0.23 0.2294
H -3.518970 0.229189 2.500812 -0.42 -0.51 -0.24 0.3619
H -2.810280 0.185069 0.822772 -0.43 0.08 -0.01 0.2252
C -0.712610 6.224269 -6.594888 -0.51 0.37 0.14 -0.6592
O 0.015420 5.003819 -6.412998 0.21 -0.08 0.41 -0.3367
C 0.041520 4.410049 -5.215838 -2.58 1.18 0.84 0.7923
O -0.704940 4.639259 -4.275488 0.84 0.20 -0.79 -0.5828
O 0.924040 3.460719 -5.227808 1.57 -1.38 -0.69 -0.3100
C 1.228240 2.824089 -4.005878 0.49 0.22 1.14 -0.3572
H -0.141940 7.084459 -6.244868 0.45 -0.13 -0.40 0.2951
H -1.648960 6.336939 -6.048398 -0.05 -0.86 0.17 0.3162
H -0.947790 6.254559 -7.658778 0.29 0.22 0.15 0.2502
H 2.093730 2.170719 -4.116038 -0.22 -0.03 -0.65 0.2605
H 0.411430 2.261969 -3.553168 -0.18 0.10 -0.42 0.0377
H 1.548990 3.571299 -3.279998 -0.22 0.15 0.09 0.3381
C -1.875640 1.405229 -1.697588 1.47 -0.38 -1.69 -0.1343
O -2.709560 2.201599 -0.900868 0.08 -0.21 0.71 -0.2737
C -2.231760 2.710909 0.221352 0.73 1.33 2.02 0.7164
O -1.073310 2.639759 0.688002 -2.45 0.04 -1.18 -0.5177
O -3.293920 3.359299 0.793732 0.69 -0.27 -0.60 -0.3070
C -3.220800 4.321219 1.867372 0.71 -1.19 1.30 -0.7493
H -2.447200 0.924919 -2.491768 -0.49 0.09 0.45 0.3224
H -1.240300 0.652649 -1.230628 -0.60 -0.03 0.84 -0.0681
H -1.149350 2.007069 -2.243828 -0.14 0.53 0.15 0.0534
H -3.351610 3.839259 2.836242 -0.02 -0.79 -0.03 0.2973
H -4.093440 4.974119 1.885442 0.47 0.31 -1.07 0.2944
H -2.222280 4.738429 1.997802 -0.24 0.60 -0.75 0.3217
C 6.236040 -2.751681 0.850512 0.73 0.06 -1.23 -0.6464
O 4.961930 -2.222051 1.189412 -2.32 1.51 0.52 -0.3249
C 4.183380 -1.325791 0.431522 2.81 -2.55 0.29 0.5422
O 3.265930 -0.696391 0.856072 -0.52 0.60 0.81 -0.4165
O 4.594290 -1.346481 -0.818948 1.12 -0.84 -0.21 -0.3064
C 4.096050 -0.380991 -1.693218 -1.15 1.81 0.10 -0.5931
H 6.188780 -3.323511 -0.076238 0.02 0.33 -0.21 0.2845
H 6.649530 -3.455491 1.572852 -0.96 0.15 0.61 0.2633
H 6.988580 -1.964581 0.803212 -0.15 0.16 -0.36 0.2980
H 3.033210 -0.531311 -1.882618 0.12 -0.40 -0.46 0.2027
H 4.703390 -0.249021 -2.588658 -0.04 -0.70 0.18 0.3080
H 4.098230 0.578889 -1.176758 0.21 0.24 0.02 0.2870
```
Forces are in eV/Å.

Net charge: +1
LUMO level (spin up / spin down), eV: -3.5863 / -7.9813
HOMO level (spin up / spin down), eV: -10.79 / -10.79
Gap between HOMO and LUMO (spin up / spin down), eV: 7.2041 / 2.8082
2S+1: 2